Molecular formula: C19H46O19
Method: DFT, the ωB97M-V functional and the def2-TZVPD basis

Element x y z (Å)
C 18.273 14.121 9.595
O 16.845 14.443 9.674
C 15.968 13.691 10.292
O 14.844 13.969 10.315
O 16.521 12.589 10.761
C 15.569 11.739 11.479
H 18.374 13.084 9.833
H 18.675 14.766 10.349
H 18.634 14.292 8.623
H 16.052 10.756 11.464
H 14.667 11.691 10.917
H 15.390 12.065 12.488
C 15.001 7.331 7.992
O 13.810 7.074 8.672
C 12.840 7.946 8.585
O 12.934 9.076 8.156
O 11.713 7.392 9.061
C 10.579 8.269 9.083
H 15.501 6.415 8.103
H 15.596 8.153 8.412
H 14.760 7.597 6.970
H 10.779 9.103 9.723
H 9.897 7.658 9.676
H 10.249 8.538 8.079
C 8.293 8.572 14.189
O 9.329 7.912 13.424
C 10.557 8.447 13.495
O 10.818 9.494 14.078
O 11.447 7.743 12.857
C 11.102 6.443 12.386
H 8.353 9.666 13.987
H 8.337 8.348 15.257
H 7.407 8.135 13.732
H 11.796 6.184 11.573
H 10.042 6.386 12.081
H 11.201 5.700 13.200
C 6.106 13.411 14.533
O 6.278 12.358 15.433
C 7.528 12.292 15.987
O 8.407 13.004 15.653
O 7.578 11.334 16.873
C 8.958 11.166 17.288
H 6.208 14.335 15.043
H 5.088 13.276 14.074
H 6.912 13.414 13.862
H 8.913 10.435 18.088
H 9.267 12.202 17.631
H 9.554 10.838 16.425
C 12.306 7.790 18.771
O 13.169 8.311 17.776
C 12.676 9.398 17.162
O 11.678 10.000 17.505
O 13.408 9.635 16.057
C 13.302 10.995 15.531
H 12.985 7.238 19.390
H 11.578 7.087 18.327
H 11.830 8.521 19.423
H 12.315 11.320 15.689
H 13.459 10.875 14.446
H 14.034 11.716 15.993
C 14.992 8.371 12.258
O 14.305 9.463 12.878
H 15.796 8.686 11.601
H 15.276 7.685 13.058
H 14.266 7.842 11.668
H 13.386 9.486 12.492
C 11.370 13.846 8.338
O 11.420 14.495 9.597
H 11.686 14.456 7.507
H 11.963 12.914 8.259
H 10.369 13.509 8.113
H 12.316 14.588 9.918
C 11.566 13.059 13.918
O 11.376 13.445 15.258
H 11.333 13.793 13.119
H 12.650 12.840 13.753
H 11.036 12.169 13.704
H 10.447 13.407 15.458
C 11.851 11.677 10.872
O 11.840 10.421 11.591
H 10.981 12.334 10.978
H 12.687 12.361 11.204
H 11.943 11.451 9.834
H 11.575 10.671 12.514

## Properties
- SMILES = COC(=O)OC.COC(=O)OC.COC(=O)OC.COC(=O)OC.COC(=O)OC.CO.CO.CO.CO
- spin multiplicity = 1
- calculated total energy (Ha) = -2181.02234
- orbital gap (eV) = 10.4
- largest force on an atom (eV/Å) = 4.5
- total charge = 0